1.
13
Properties=species:S:1:pos:R:3:forces:R:3:mulliken_charge:R:1 method="wB97M-V/def2-TZVPD" total_charge=+2 orbital_gap_ev=9.778 e_lumo_ev=-7.24 homo_ev=-17.022
Rb 1.8467 -0.9797 3.7011 -0.08 -0.08 -0.13 0.989
O 1.1615 0.3195 0.8555 -0.38 0.59 0.63 -0.616
O 0.6778 2.1671 -0.3605 -0.77 0.82 -0.61 -0.262
O -1.2424 0.8607 -0.2264 -0.87 0.92 0.30 -0.357
O 2.7511 1.3585 -0.2719 0.79 1.47 0.29 -0.817
C -0.5962 2.1050 -0.0575 -0.19 0.12 3.34 0.977
C -1.3459 2.8069 0.8425 1.12 1.74 -1.93 -1.204
C 1.6079 1.2336 0.1674 0.25 -2.67 -0.02 0.669
Li 4.2935 2.1795 0.2416 -0.17 -0.13 -0.49 0.953
H -0.7791 0.2638 -0.8593 -1.19 -0.62 0.15 0.430
H -2.1142 1.1423 0.5159 2.06 -1.31 -1.99 0.548
H -0.8614 3.6877 1.2663 -0.19 -0.27 0.15 0.268
H -2.3878 3.0141 0.6003 -0.37 -0.57 0.30 0.422

***

2.
106
Properties=species:S:1:pos:R:3:forces:R:3:mulliken_charge:R:1 method="wB97M-V/def2-TZVPD" total_charge=+2 orbital_gap_ev="5.420 / 5.480" de_lowest_kcal_mol=0.0 e_lumo_ev="-6.58 / -6.59" homo_ev="-12.005 / -12.066"
W -0.6488 0.0499 -0.4985 -0.15 -0.34 0.53 2.497
O -0.5708 -1.2988 -2.4683 0.04 -0.21 -0.16 -0.161
O -0.9711 2.5090 -0.5429 -0.26 0.45 0.04 0.311
O 0.4619 -1.8273 -4.3143 0.02 0.02 -0.05 -0.519
O -0.0165 4.4153 -1.2254 0.03 0.06 -0.03 -0.551
N -1.5702 -1.8266 -0.1051 0.05 -0.02 -0.06 0.102
N 0.7752 1.1386 0.7355 -0.16 -0.07 0.05 -0.270
N -2.6331 0.4507 -1.6196 -0.04 0.06 0.06 0.664
N -7.3874 1.3154 -4.0051 0.01 0.00 0.00 -0.413
N 0.3529 1.0341 -2.1768 0.10 0.27 -0.40 0.679
N 1.0982 -1.2314 -0.5016 -0.03 -0.10 -0.04 0.038
N -1.8935 0.5778 1.1658 0.13 0.03 -0.01 0.003
C -7.4245 -1.6361 0.2037 0.01 0.03 -0.01 -0.902
C 0.8295 0.3463 -3.2468 0.01 0.10 0.09 1.788
C -5.1659 -1.3646 1.0013 0.04 0.00 0.03 -0.916
C -3.7351 -1.0220 0.7488 0.01 0.02 -0.01 1.740
C 1.1894 -2.5955 -0.7072 0.04 0.02 0.03 0.115
C 4.7237 1.0288 -2.0202 0.00 -0.02 0.01 0.131
C -3.1189 -0.3780 -2.5605 -0.03 -0.06 -0.13 -0.440
C -3.3550 -3.3045 -0.1010 0.04 -0.07 0.00 -1.803
C -5.1046 0.9069 -2.8645 -0.03 0.01 -0.07 0.462
C -0.7823 5.4883 5.2447 0.00 -0.01 0.02 -0.462
C 2.5160 -2.9641 -1.0895 0.02 0.01 0.00 -1.781
C -3.4259 1.4874 -1.2761 0.07 0.01 0.03 -0.294
C -1.7853 1.6008 2.0949 0.13 0.05 0.11 0.362
C 6.5305 1.1228 0.0771 -0.02 0.00 0.01 -0.952
C 0.9750 -5.7705 -0.0151 0.01 -0.02 0.02 0.286
C 0.4245 -4.9347 -0.9797 -0.03 0.06 0.00 -0.546
C -3.0278 1.8160 2.7576 -0.06 -0.02 -0.03 -1.803
C -6.0981 -1.2971 -0.0273 0.00 -0.03 -0.02 0.017
C -3.2018 0.1331 1.3003 -0.07 -0.04 -0.07 0.849
C 6.9697 1.3347 -1.2223 0.00 0.00 0.01 -0.505
C 1.6694 2.9756 1.8174 -0.02 -0.01 0.00 -1.652
C -7.8232 -2.0508 1.4653 -0.01 -0.01 0.00 -0.472
C 0.3882 -6.7652 -2.5421 -0.01 0.00 0.01 -0.948
C -0.6483 2.3382 2.3627 -0.05 -0.07 -0.06 1.093
C -6.3699 1.1393 -3.5045 -0.01 0.00 0.03 -0.403
C 5.1896 0.8713 0.3283 0.05 0.01 0.02 0.050
C 6.0643 1.2846 -2.2717 0.00 0.02 -0.02 -0.943
C -2.9318 -1.9615 0.1301 0.00 0.06 -0.01 0.570
C -5.5695 -1.7892 2.2649 -0.02 -0.01 -0.01 0.120
C -2.2469 -4.0190 -0.4010 -0.07 0.04 0.01 -1.808
C 0.5410 2.1079 1.6933 0.05 0.07 0.03 0.146
C 2.3779 -0.7620 -0.7429 0.10 0.05 -0.04 0.686
C -4.3232 -0.1859 -3.2097 0.05 0.04 0.06 -1.261
C -3.9127 0.9328 2.2400 0.00 0.05 0.04 -1.655
C -1.4555 4.5825 3.1228 0.02 0.00 0.01 0.016
C 1.2275 -7.1023 -0.3144 0.00 0.01 0.00 -0.879
C -6.8936 -2.1320 2.4937 0.00 0.01 0.00 -0.945
C -0.7057 3.4352 3.3677 0.02 -0.05 0.02 0.112
C 1.4323 2.9827 -3.1348 0.11 0.11 -0.09 -1.062
C 0.2303 -0.9913 -3.3315 0.03 -0.07 -0.02 -0.092
C 3.2469 -1.8284 -1.1341 -0.03 0.02 0.00 -2.035
C 2.6017 2.5473 0.9360 -0.01 -0.02 -0.01 -1.654
C -0.0390 4.3436 5.4971 0.00 0.01 -0.02 -0.901
C 0.0037 3.3213 4.5604 -0.02 0.01 0.01 0.062
C -0.1735 3.1140 -1.2321 -0.03 0.02 0.06 -0.235
C 2.8420 0.5082 -0.4432 -0.05 -0.07 0.00 1.511
C 0.1483 -3.5018 -0.6694 -0.04 0.00 0.01 1.392
C 2.0707 1.3784 0.3111 0.11 0.07 -0.03 0.675
C -1.1466 -3.1096 -0.3998 0.03 -0.13 0.04 0.387
C 0.6288 2.3634 -2.1999 -0.02 -0.21 0.01 0.572
C -1.4905 5.6069 4.0575 -0.02 0.02 -0.03 -0.987
C 0.9355 -7.5995 -1.5765 0.00 0.00 -0.01 -0.431
C 1.6375 0.9026 -4.2233 0.01 -0.12 -0.06 -1.240
C -4.6446 1.7504 -1.8629 0.00 -0.02 -0.02 -1.136
C 0.1308 -5.4349 -2.2446 0.01 -0.02 -0.01 0.205
C 1.9905 2.2365 -4.1582 -0.03 0.04 0.08 -1.259
C 4.2729 0.8288 -0.7195 -0.03 -0.01 -0.01 -0.449
H 1.5905 4.0499 -3.0614 -0.01 -0.01 0.01 0.650
H 1.1332 -8.6375 -1.8076 0.00 0.00 0.00 0.412
H -8.8559 -2.3163 1.6465 0.00 0.00 0.00 0.419
H 6.4038 1.4408 -3.2873 0.00 0.00 0.00 0.440
H 4.8553 0.6911 1.3430 -0.01 0.00 -0.01 0.555
H 0.5074 4.2455 6.4256 0.00 0.00 0.00 0.433
H 8.0156 1.5310 -1.4154 0.00 0.00 -0.01 0.428
H -2.0729 6.4970 3.8595 0.00 0.00 0.01 0.429
H 7.2344 1.1456 0.8983 0.00 0.00 0.00 0.428
H 0.5806 2.4255 4.7573 0.00 0.01 0.00 0.499
H -0.2990 -4.7797 -2.9943 0.00 -0.01 0.00 0.471
H -5.7832 -0.9885 -1.0161 0.00 -0.01 0.01 0.390
H -4.6433 -0.8923 -3.9617 -0.01 0.00 0.00 0.567
H -8.1440 -1.5766 -0.6021 0.00 0.00 0.00 0.456
H 1.0998 -1.4980 -4.9616 0.01 -0.02 -0.02 0.313
H -2.1657 -5.0780 -0.5805 0.02 0.01 0.00 0.634
H -4.3638 -3.6596 0.0298 0.01 0.01 0.00 0.656
H 4.2970 -1.7159 -1.3474 0.00 0.00 0.00 0.599
H 1.9892 0.2964 -5.0489 0.01 0.02 0.00 0.327
H -3.0816 2.1274 -0.4845 0.07 0.04 0.03 0.593
H 1.7294 3.8100 2.4960 0.00 -0.01 0.00 0.638
H -5.2288 2.5957 -1.5294 0.00 0.01 -0.01 0.581
H -2.5274 -1.2416 -2.8070 -0.05 -0.03 0.02 0.815
H 2.6350 2.6873 -4.8988 0.00 0.00 0.00 0.518
H -4.8426 -1.8596 3.0656 0.00 0.00 0.00 0.549
H -4.9452 0.7891 2.5097 0.00 0.00 0.00 0.743
H 0.1592 -7.1516 -3.5264 0.00 0.00 0.00 0.423
H -7.1996 -2.4668 3.4758 0.00 0.00 0.00 0.431
H -3.1901 2.5391 3.5389 0.01 0.00 0.00 0.670
H 1.2001 -5.3815 0.9709 0.00 0.00 -0.01 0.501
H 3.5845 2.9496 0.7562 -0.01 0.00 0.01 0.760
H 1.6505 -7.7514 0.4406 0.00 0.00 0.00 0.426
H 2.8377 -3.9743 -1.2821 -0.02 0.01 0.00 0.610
H -2.0185 4.6704 2.1997 -0.01 -0.01 0.00 0.477
H -0.8138 6.2856 5.9749 0.00 0.00 0.00 0.420
H -0.5821 4.8155 -0.5445 0.00 0.01 0.01 0.443
H 4.0206 0.9740 -2.8408 0.00 0.00 -0.02 0.422

***

3.
13
Properties=species:S:1:pos:R:3:forces:R:3:mulliken_charge:R:1 method="wB97M-V/def2-TZVPD" total_charge=+1 orbital_gap_ev=10.278 de_lowest_kcal_mol=35.8 e_lumo_ev=-5.06 homo_ev=-15.336
O -0.1641 -1.5379 0.1827 1.13 0.43 0.50 -0.508
N -1.6250 0.4232 0.6451 0.35 1.36 -2.19 -0.204
C -1.7174 1.4589 -0.1092 -0.79 -0.02 0.45 -0.133
C 1.7962 -0.3626 -0.5785 -0.71 -1.32 1.25 -0.866
C 1.0388 -1.3053 0.3457 -0.34 -0.12 -0.97 0.192
H -1.4792 1.3903 -1.1623 1.06 0.22 0.05 0.283
H 2.6747 -0.9807 -0.7967 0.15 0.56 -0.44 0.325
H -2.3264 0.4466 1.3816 1.03 -0.51 0.97 0.260
H 1.5705 -1.9126 1.0799 0.22 0.01 0.12 0.399
H 2.0897 0.5647 -0.0778 0.07 -0.12 -0.17 0.320
H 1.1243 -0.2405 -1.4258 0.44 0.37 -0.23 0.297
H -2.1533 2.3913 0.2632 -0.40 -0.42 -0.23 0.281
H -0.8288 -0.3354 0.2521 -2.22 -0.46 0.87 0.353

***

4.
21
Properties=species:S:1:pos:R:3:forces:R:3:mulliken_charge:R:1 method="wB97M-V/def2-TZVPD" orbital_gap_ev=11.195 smiles=O.O.O.O.O.O.O de_lowest_kcal_mol=29.2 e_lumo_ev=0.25 homo_ev=-10.950
O -4.7220 22.3655 1.5597 0.13 0.41 0.02 -0.658
O -6.8390 19.8308 3.0261 0.06 -0.23 -0.12 -0.663
O -5.0529 19.0448 -1.5744 -0.05 0.19 0.03 -0.649
O -3.5716 19.8196 1.2571 0.17 0.22 -0.10 -0.626
O -6.9108 20.8791 0.2549 -0.15 0.09 0.00 -0.633
O -9.7107 19.0806 -0.3089 0.13 0.01 0.06 -0.639
O -9.9568 21.9992 -0.4716 0.21 -0.16 0.20 -0.727
H -9.0146 21.9790 -0.2421 -0.01 0.05 0.00 0.368
H -5.4898 22.2892 0.9784 -0.09 -0.28 0.00 0.338
H -5.4132 19.2053 -2.4532 0.04 -0.06 0.00 0.309
H -9.3790 18.8855 -1.1900 -0.09 -0.02 0.00 0.300
H -4.1718 19.6772 0.5186 -0.12 -0.05 0.14 0.242
H -3.6062 20.7860 1.3938 -0.25 -0.40 0.05 0.391
H -10.4147 22.0807 0.3731 0.02 0.11 -0.06 0.339
H -5.0593 22.7082 2.3925 0.01 -0.05 -0.03 0.302
H -9.8082 20.0465 -0.2977 -0.09 -0.11 -0.18 0.359
H -7.0303 20.4407 1.1115 -0.06 0.19 0.04 0.361
H -4.2316 19.5517 -1.5544 0.00 -0.07 -0.09 0.336
H -6.2952 19.1324 2.6396 0.07 0.04 0.08 0.328
H -6.5315 19.8808 3.9364 -0.04 0.12 -0.02 0.298
H -6.7545 20.1600 -0.3695 0.12 0.02 -0.02 0.324

***

5.
81
Properties=species:S:1:pos:R:3:forces:R:3:mulliken_charge:R:1 method="wB97M-V/def2-TZVPD" total_charge=-1 orbital_gap_ev=8.391 e_lumo_ev=2.28 homo_ev=-6.107
Ga -0.2229 -1.4981 0.7290 -0.20 -0.25 0.45 -0.823
F 2.0455 -0.7676 -1.0276 0.05 0.03 0.04 -0.281
F 0.6680 -2.1559 -1.9458 -0.07 -0.11 -0.11 -0.080
F 0.1844 -0.0507 -1.8574 -0.10 0.06 0.02 -0.223
O 1.6275 -1.1795 5.2394 -0.17 0.10 -0.03 -0.537
O 0.4609 -5.5624 0.3571 0.11 -0.27 -0.01 -0.595
O 0.4227 -0.3528 2.0747 0.27 -0.04 -0.14 -0.254
O -5.6125 1.7084 -1.0366 -0.09 0.02 -0.03 -0.535
O -1.4719 -4.4635 0.3102 0.08 -0.42 -0.30 -0.527
O 3.5874 1.3622 -2.4486 0.01 -0.03 0.02 -0.549
O 3.8058 -1.7595 2.6029 -0.03 0.11 -0.01 -0.388
O 0.9021 -2.3810 -5.0508 0.13 0.07 0.03 -0.497
O -3.0820 -0.3113 -2.6147 0.02 -0.08 -0.12 -0.326
O -1.4192 3.2101 3.4220 0.00 0.06 -0.02 -0.459
C -2.9447 0.7687 -4.8142 0.15 -0.08 0.07 -1.231
C 0.6977 -1.0757 -1.0947 0.27 0.12 -0.02 0.855
C -2.1786 -1.2598 0.4119 0.04 0.22 -0.22 -0.877
C -0.1126 -4.5374 0.5877 -0.28 0.36 0.20 0.470
C 1.1903 1.2050 5.5023 -0.08 0.00 0.01 -0.849
C -0.1307 5.0061 4.4526 0.02 -0.08 0.03 -0.886
C -7.5318 0.2140 -0.8105 0.00 0.07 -0.02 -1.216
C 5.1420 -1.4147 2.2932 -0.05 0.04 -0.07 -0.247
C 5.5379 -0.0593 2.8530 -0.04 0.00 0.05 -1.002
C 1.7876 3.0087 -2.5492 0.01 -0.04 0.09 -0.731
C -3.8165 0.2709 -3.6755 -0.05 0.15 0.02 -0.205
C 0.4848 -3.3241 1.2337 0.42 0.02 -0.56 -0.390
C 2.9217 2.3033 -3.2710 -0.01 -0.04 0.01 -0.214
C 2.1986 0.0716 5.5639 0.05 -0.03 -0.13 -0.030
C -6.0242 0.3478 -0.9149 0.02 0.01 0.07 0.185
C 2.5885 -4.0589 -4.5110 -0.05 -0.02 0.01 -0.960
C -0.9932 4.5583 3.2869 -0.04 0.00 0.07 -0.274
C 2.1627 -2.9188 -5.4178 -0.01 0.00 0.03 -0.217
H -8.0148 0.6639 -1.6792 0.00 -0.02 -0.01 0.304
H 0.9799 -2.0647 -4.1416 -0.20 -0.04 0.03 0.228
H 1.0258 2.2861 -2.2532 -0.02 0.02 -0.01 0.065
H 2.0481 -3.2675 -6.4458 0.02 0.00 0.00 0.286
H 5.7576 -2.2010 2.7331 0.01 0.00 -0.01 0.289
H -5.6528 -0.1494 -1.8075 0.02 -0.03 0.03 0.157
H 6.5817 0.1694 2.6275 0.00 0.00 -0.01 0.388
H 0.7860 1.3002 4.4923 0.01 0.00 0.00 0.206
H 5.3039 -1.4335 1.2088 0.03 -0.01 0.00 0.277
H 5.4003 -0.0439 3.9353 0.01 0.00 0.00 0.190
H 3.6915 3.0168 -3.5711 -0.04 0.02 -0.04 0.311
H -0.4311 4.5965 2.3541 0.00 0.00 0.00 0.274
H -1.6336 -3.7524 -0.3224 -0.05 0.28 0.39 0.349
H -2.3506 -0.2302 0.0750 -0.08 -0.06 0.09 0.093
H 1.6536 2.1553 5.7805 0.01 0.00 0.01 0.321
H 2.9517 0.7048 -2.1352 0.01 0.04 0.01 0.325
H 2.1604 3.4943 -1.6458 0.00 0.02 -0.02 0.249
H -2.3389 -0.0451 -5.2144 0.00 0.01 -0.01 0.270
H 4.9171 0.7290 2.4208 0.01 0.00 -0.01 0.299
H 0.2172 0.5672 1.8835 -0.03 -0.03 0.11 0.119
H -2.2654 1.5494 -4.4634 -0.01 0.02 -0.01 0.325
H 2.5424 1.8215 -4.1806 0.01 0.01 -0.01 0.213
H 2.6916 -3.7131 -3.4806 0.01 0.00 0.00 0.264
H 3.5469 -4.4742 -4.8296 0.01 0.01 0.00 0.346
H 1.3181 3.7614 -3.1860 0.02 -0.01 -0.03 0.343
H -5.5314 -0.1194 -0.0573 0.02 -0.02 -0.02 0.173
H -2.7862 -1.4253 1.3044 0.08 -0.07 -0.03 0.399
H -0.6934 4.9459 5.3880 0.00 0.03 0.00 0.315
H -4.4807 -0.5179 -4.0344 -0.02 0.02 0.00 0.341
H 2.9281 -2.1329 -5.4176 0.01 -0.01 -0.03 0.231
H 0.7418 4.3593 4.5463 0.01 0.01 -0.01 0.158
H 1.5456 -3.3664 0.9616 -0.01 0.02 0.28 0.232
H -2.4957 0.3512 -2.2327 0.02 -0.07 0.01 0.185
H -4.4366 1.0886 -3.2898 -0.05 0.00 -0.07 0.209
H 3.2128 -1.1124 2.1974 -0.10 -0.11 0.02 0.178
H 1.2615 -1.1017 4.3464 0.00 -0.07 -0.10 0.219
H -5.8901 2.1764 -0.2427 0.06 -0.02 -0.01 0.287
H -1.9255 3.1349 4.2373 0.04 -0.07 -0.02 0.267
H -2.5518 -1.8965 -0.3979 -0.08 0.08 0.09 0.265
H 3.0356 0.2905 4.8884 0.03 0.00 0.04 0.005
H -7.8241 -0.8357 -0.7517 0.01 -0.01 0.01 0.327
H 0.3554 1.0099 6.1783 0.02 0.01 0.02 0.260
H 0.4438 -3.4672 2.3187 -0.17 0.08 -0.06 0.416
H -7.9078 0.7193 0.0832 0.00 -0.03 0.01 0.340
H 2.6049 -0.0364 6.5718 0.00 0.03 0.00 0.357
H 1.8404 -4.8522 -4.5225 0.01 0.00 0.00 0.248
H -1.8599 5.2218 3.1807 0.02 0.02 -0.04 0.255
H 0.2057 6.0368 4.3282 -0.01 0.00 -0.03 0.353
H -3.5546 1.1846 -5.6186 -0.02 0.00 0.01 0.380

***

6.
16
Properties=species:S:1:pos:R:3:forces:R:3:mulliken_charge:R:1 method="wB97M-V/def2-TZVPD" orbital_gap_ev=9.590 smiles=CC(C)OP(N)Cl de_lowest_kcal_mol=3.5 e_lumo_ev=1.02 homo_ev=-8.571
Cl -3.4486 -1.1646 0.1159 -0.21 -0.19 0.33 -0.289
P -2.2445 0.4323 -0.4956 1.48 -1.28 -1.22 0.185
O -0.8809 0.2139 0.4101 -1.46 0.59 0.20 -0.238
N -2.8220 1.6858 0.3837 -1.74 0.52 0.40 -0.404
C 1.3351 -0.1045 0.9507 3.58 -0.65 -0.67 -1.181
C 0.2190 -0.6408 0.1568 -0.41 -0.83 -1.81 0.476
C 0.4957 -0.6627 -1.3897 -0.92 0.40 0.06 -1.225
H -0.3841 -1.1607 -2.0103 1.72 1.47 1.36 0.298
H -2.1595 2.3466 0.6986 0.67 0.68 0.51 0.242
H 0.0691 -1.6584 0.4981 -0.89 -0.20 0.19 0.234
H 0.6416 0.4552 -1.5059 -0.40 -1.24 -1.01 0.351
H 1.4193 -1.1713 -1.7126 -0.27 0.15 0.53 0.356
H 1.1054 0.2952 1.9199 -0.48 0.21 0.28 0.371
H 2.0347 -0.9829 1.1242 -0.57 1.02 -0.05 0.315
H 1.9683 0.6188 0.3573 -0.81 -0.36 0.70 0.258
H -3.6966 2.1075 0.0519 0.70 -0.28 0.20 0.252

***

no.,largest force on an atom (eV/Å),total energy (a.u.)
1,3.3,-448.68682
2,0.7,-2945.29390
3,2.6,-248.77879
4,0.5,-535.07735
5,0.7,-3692.05819
6,3.7,-1051.27837